A structure of composition C48H62AsN4O2PPtSi. Source: OMol25; level of theory: wB97M-V/def2-TZVPD.

As for the energy: -142088.906 eV. As for the HOMO energy (alpha / beta): -5.00 / -7.48 eV. Its total charge is 0. The HOMO-LUMO gap (alpha / beta) comes out at 5.43 / 6.77 eV. As for the energy above the lowest of the compared OMol25 structures with the same formula, charge and spin: 16.8 kcal/mol. Its spin multiplicity is 5.

Each line ends with the Mulliken spin population.
Geometry (Å):
Pt  -0.6945  -0.5327  0.9928  0.7071
C  12.9538  -0.2880  -0.6382  0.0000
O  12.2666  -0.3723  0.5975  -0.0002
C  10.9108  -0.3857  0.5617  -0.0006
C  10.2708  -0.4528  1.7972  0.0002
C  8.8928  -0.4629  1.8635  -0.0002
C  8.1194  -0.4092  0.7012  -0.0001
C  8.7696  -0.3422  -0.5240  -0.0012
C  10.1545  -0.3342  -0.6037  0.0002
C  6.6531  -0.4151  0.7369  -0.0049
N  5.8719  -0.0873  -0.2645  0.0012
C  4.5905  -0.2246  0.2087  -0.0312
C  4.5977  -0.6521  1.5135  -0.0474
N  5.9264  -0.7665  1.8427  0.0024
C  3.4153  -0.9291  2.2779  0.0059
C  3.3785  -1.4727  3.5440  0.1579
C  2.1291  -1.7577  4.1357  0.1242
C  0.9836  -1.4592  3.4436  -0.0054
N  0.9840  -0.8884  2.2273  0.1685
C  2.1936  -0.6326  1.6062  0.1679
C  2.1677  -0.1224  0.3009  0.1283
N  0.9469  0.1845  -0.2478  0.1790
C  0.8765  0.5768  -1.5221  0.0125
C  1.9862  0.7145  -2.3272  0.1472
C  3.2523  0.4542  -1.7850  0.0631
C  3.3529  0.0493  -0.4732  0.0146
H  14.0110  -0.2694  -0.3915  0.0000
H  12.6943  0.6256  -1.1780  0.0000
H  12.7457  -1.1547  -1.2699  0.0000
H  10.8771  -0.4912  2.6926  0.0000
H  8.4189  -0.4900  2.8380  -0.0003
H  8.1679  -0.2978  -1.4222  -0.0001
H  10.6291  -0.2923  -1.5732  0.0000
H  6.2985  -1.0882  2.7175  0.0024
H  4.2969  -1.6967  4.0729  0.0009
H  2.0668  -2.2122  5.1139  0.0080
H  0.0110  -1.6985  3.8557  0.0219
H  -0.1192  0.7845  -1.8933  -0.0631
H  1.8683  1.0312  -3.3541  0.0066
H  4.1567  0.5658  -2.3697  -0.0010
C  -0.7878  1.3723  3.8314  0.0291
Si  -1.9307  0.8912  2.4025  0.2325
C  -2.3586  2.5656  1.5674  0.0185
C  -1.2222  2.9212  0.5939  -0.0198
C  -2.4802  3.6970  2.5938  0.0068
C  -3.6580  2.4575  0.7596  -0.0069
C  -3.4459  0.0245  3.2080  -0.0144
C  -4.2821  1.0181  4.0238  0.0046
C  -4.3318  -0.6501  2.1522  -0.0271
C  -2.9206  -1.0631  4.1575  0.0141
H  -1.3469  1.9427  4.5794  0.0057
H  0.0355  1.9976  3.4751  0.0032
H  -0.3452  0.5101  4.3279  -0.0062
H  -0.2578  2.9945  1.1064  0.0037
H  -1.4256  3.8910  0.1232  -0.0020
H  -1.1361  2.1663  -0.1871  -0.0195
H  -1.5315  3.8676  3.1067  -0.0001
H  -3.2364  3.4950  3.3558  -0.0016
H  -2.7578  4.6264  2.0829  0.0008
H  -3.5746  1.6564  0.0223  0.0041
H  -3.8568  3.3994  0.2342  0.0006
H  -4.5219  2.2499  1.3935  0.0007
H  -4.7089  1.8051  3.4005  -0.0011
H  -3.6873  1.4920  4.8099  -0.0011
H  -5.1144  0.4920  4.5072  0.0037
H  -4.8395  0.0748  1.5130  0.0080
H  -5.1014  -1.2599  2.6450  0.0009
H  -3.7304  -1.2976  1.5123  0.0534
H  -2.3035  -0.6388  4.9547  0.0012
H  -2.3293  -1.8000  3.6090  0.0012
H  -3.7641  -1.5835  4.6299  -0.0005
C  -3.9274  -3.7493  0.2019  0.0045
P  -2.5849  -4.0836  1.3666  -0.0032
C  -1.6634  -5.4560  0.6479  0.0013
C  -3.3955  -4.7635  2.8309  0.0003
O  -1.7231  -2.9139  1.7150  0.0413
H  -4.1677  -4.6550  -0.3567  -0.0020
H  -3.6109  -2.9648  -0.4856  0.0174
H  -4.8122  -3.4111  0.7424  0.0067
H  -2.3114  -6.3121  0.4574  0.0002
H  -0.8639  -5.7382  1.3335  -0.0004
H  -1.2185  -5.1171  -0.2890  0.0019
H  -4.0957  -5.5612  2.5791  0.0002
H  -3.9248  -3.9488  3.3273  0.0006
H  -2.6308  -5.1479  3.5069  0.0000
C  -1.8849  -0.7595  -0.6196  1.1491
C  -1.5418  -1.8014  -1.5154  0.0783
C  -0.4207  -2.6698  -1.3283  0.2399
C  -0.0700  -3.6106  -2.2751  -0.1186
C  -0.8294  -3.7885  -3.4314  0.2136
C  -1.9678  -3.0075  -3.6109  -0.1030
C  -2.3132  -2.0423  -2.6879  0.2560
H  0.1735  -2.6080  -0.4237  0.0204
H  0.8045  -4.2283  -2.1053  -0.0005
H  -0.5426  -4.5297  -4.1658  0.0177
H  -2.5916  -3.1661  -4.4834  -0.0034
H  -3.2066  -1.4471  -2.8360  0.0533
C  -2.3445  1.0039  -4.4746  0.0092
As  -2.7727  1.4573  -2.6090  0.0280
C  -4.7087  1.1756  -2.7173  0.0002
C  -2.7036  3.4448  -2.8526  0.0284
C  -3.5693  4.0056  -3.9332  -0.0033
C  -3.1031  4.1465  -5.2405  0.0053
C  -3.9061  4.6871  -6.2347  -0.0027
C  -5.1988  5.1002  -5.9419  0.0047
C  -5.6751  4.9725  -4.6443  -0.0024
C  -4.8713  4.4246  -3.6555  0.0060
H  -3.1699  1.2617  -5.1397  0.0004
H  -2.1265  -0.0591  -4.5641  -0.0024
H  -1.4569  1.5581  -4.7831  0.0006
H  -5.1530  1.7850  -3.5043  -0.0007
H  -5.1793  1.4131  -1.7628  0.0053
H  -4.8957  0.1225  -2.9316  -0.0069
H  -1.6497  3.6562  -3.0409  -0.0018
H  -2.9632  3.8773  -1.8888  0.0021
H  -2.0857  3.8551  -5.4757  0.0009
H  -3.5191  4.7922  -7.2406  -0.0001
H  -5.8238  5.5285  -6.7151  0.0003
H  -6.6767  5.3049  -4.4001  -0.0001
H  -5.2471  4.3446  -2.6406  0.0003

Forces on the atoms, in the same order (eV/Å):
0.3 -0.2 -0.3
0.0 0.0 0.0
0.1 0.0 0.0
0.0 0.0 0.0
0.0 0.0 0.1
0.0 0.0 -0.1
0.0 0.0 0.1
0.0 0.0 0.0
0.0 0.0 0.0
-0.1 0.0 0.0
0.0 0.0 -0.1
0.0 0.0 0.1
0.0 0.1 -0.1
0.1 -0.1 0.1
0.0 0.0 0.1
0.0 0.0 0.0
0.0 0.1 0.0
0.1 -0.1 0.1
-0.4 0.0 -0.2
0.0 0.0 0.3
0.1 0.1 -0.2
-0.1 -0.3 0.3
0.0 0.1 -0.1
0.0 0.0 0.1
0.0 0.0 0.0
0.1 0.0 0.0
0.0 0.0 0.0
0.0 0.0 0.0
0.0 0.0 0.0
0.0 0.0 0.0
0.0 0.0 0.0
0.0 0.0 0.0
0.0 0.0 0.0
0.0 0.0 0.0
0.0 0.0 0.0
0.0 0.0 0.0
0.0 0.0 -0.1
0.0 0.0 0.0
0.0 0.0 0.0
0.0 0.0 0.0
0.1 -0.1 -0.1
-0.1 0.4 0.3
0.0 -0.1 -0.3
-0.1 0.0 0.1
0.0 -0.1 0.1
0.1 0.0 0.1
0.0 -0.2 -0.1
0.1 0.0 0.0
0.1 0.0 0.0
0.1 0.1 0.0
0.0 0.0 0.0
0.0 0.0 0.0
0.0 0.0 0.0
0.0 0.0 0.0
0.0 0.0 0.0
0.0 0.0 0.0
0.0 0.0 0.0
0.0 0.0 0.0
0.0 0.0 0.0
-0.1 0.0 0.0
0.0 0.0 0.0
0.0 0.0 0.0
0.0 0.0 0.1
-0.1 0.0 0.0
0.0 0.0 0.0
0.0 0.0 0.0
0.0 0.0 0.0
0.0 0.0 0.0
-0.1 0.0 0.0
0.0 0.0 0.1
0.0 0.0 0.0
0.0 0.1 0.1
-0.1 -0.2 0.0
0.1 0.1 0.0
0.1 0.0 0.0
0.1 0.0 0.0
0.0 0.0 0.0
0.0 -0.1 0.0
0.0 0.0 0.0
0.0 0.0 0.0
0.0 0.0 0.0
0.0 0.0 0.0
0.0 0.0 0.0
0.0 0.0 0.0
0.0 0.0 0.0
0.4 -0.3 0.7
-0.3 0.0 -0.3
-0.1 0.2 0.0
-0.1 0.0 -0.1
0.1 0.0 0.1
-0.1 0.0 0.0
0.0 0.1 0.1
0.0 0.1 0.0
0.0 0.0 0.0
0.0 0.0 0.0
0.0 0.1 0.0
0.0 0.0 0.0
-0.1 0.0 -0.1
0.1 0.3 -0.3
-0.1 0.0 0.0
-0.1 -0.1 -0.1
0.0 0.1 0.0
0.0 0.0 0.0
0.0 0.0 0.0
0.0 0.0 0.0
0.0 -0.1 0.0
0.0 0.1 0.0
0.0 0.0 0.0
0.0 0.0 0.1
0.0 0.0 0.0
0.0 0.0 0.0
0.0 0.0 0.0
0.0 0.0 0.0
0.0 0.0 0.0
0.0 0.0 0.1
0.0 0.0 0.0
0.0 0.0 0.0
0.0 0.0 0.0
0.0 0.0 0.0
0.0 0.0 0.0